{
  "formula": "C33H37BN4NbO9PS2Se",
  "method": "ωB97M-V/def2-TZVPD",
  "elements": ["Nb", "C", "C", "C", "C", "N", "C", "C", "C", "C", "C", "C", "N", "C", "C", "C", "C", "C", "N", "H", "H", "H", "H", "H", "H", "H", "H", "H", "H", "H", "O", "C", "C", "O", "C", "C", "O", "C", "O", "O", "C", "C", "C", "O", "P", "S", "S", "O", "C", "C", "C", "H", "H", "H", "H", "H", "H", "H", "H", "H", "H", "H", "H", "H", "H", "C", "C", "C", "O", "B", "O", "C", "C", "C", "H", "H", "H", "H", "H", "H", "H", "H", "H", "H", "H", "H", "Se", "C", "N"],
  "coordinates": [[-0.4158, -0.3089, -0.0539], [-4.0370, -0.9127, 2.8938], [-3.7336, -2.0487, 3.6189], [-2.4361, -2.5296, 3.5599], [-1.5867, -2.0411, 2.5881], [-1.9555, -1.0316, 1.7309], [-3.1381, -0.4365, 1.9355], [-0.2221, -2.3974, 2.4699], [0.4745, -3.1284, 3.4477], [1.8442, -3.3964, 3.2485], [2.4607, -2.9627, 2.1042], [1.7061, -2.2446, 1.1544], [0.4566, -1.7485, 1.4447], [2.2039, -2.0683, -0.1407], [3.3237, -2.7561, -0.6205], [3.8537, -2.4265, -1.8396], [3.1879, -1.4600, -2.6621], [2.0437, -0.8199, -2.1638], [1.5044, -1.1837, -0.9829], [-4.9822, -0.3917, 3.0450], [-4.4685, -2.5514, 4.2699], [-2.0414, -3.3462, 4.1832], [-3.3205, 0.4127, 1.3348], [-0.0291, -3.3617, 4.3498], [2.3722, -3.9914, 3.9601], [3.5100, -3.1361, 1.8710], [3.8191, -3.5014, 0.0310], [4.7375, -2.8638, -2.3089], [3.5444, -1.2366, -3.6497], [1.5055, -0.0953, -2.7617], [3.0603, 4.7636, -2.0165], [2.5362, 3.7114, -1.6336], [1.3562, 2.9812, -2.2876], [0.9967, 3.1675, -3.4270], [0.9937, 1.9308, -1.2841], [1.6892, 2.0988, -0.1370], [1.4425, 1.2032, 0.9464], [2.7969, 2.9629, -0.2934], [3.7529, 3.1740, 0.4633], [0.1134, 0.9851, -1.5111], [-4.5008, 1.5467, -4.8709], [-2.9799, 1.6641, -4.8504], [-2.3558, 1.3310, -6.1721], [-2.4175, 0.8544, -3.7603], [-2.6634, -0.7112, -3.4813], [-4.4838, -1.3615, -3.4254], [-1.9763, -1.2367, -1.4400], [-1.6828, -1.4250, -4.4916], [-1.3996, -2.8197, -4.7274], [0.0830, -2.9245, -5.1074], [-2.4233, -3.2996, -5.7873], [-4.8668, 2.3526, -5.5451], [-4.8236, 1.6322, -3.8213], [-4.8452, 0.5779, -5.2312], [-2.7501, 2.6749, -4.4753], [-2.8571, 0.5284, -6.6444], [-1.2778, 1.2075, -6.0845], [-2.5095, 2.2169, -6.7843], [-1.4922, -3.3601, -3.7691], [0.1951, -2.2027, -5.8858], [0.3152, -3.9179, -5.5691], [0.7848, -2.6527, -4.2855], [-2.2058, -2.8512, -6.7674], [-3.4444, -2.9897, -5.5052], [-2.2869, -4.4101, -5.9133], [1.1624, 3.9144, 4.6908], [1.9624, 2.7408, 4.1437], [3.4573, 2.9087, 4.4603], [1.8710, 2.8149, 2.6841], [1.3916, 1.5981, 2.2486], [1.0687, 0.6836, 3.2031], [1.3064, 1.3506, 4.5024], [2.1461, 0.3558, 5.3391], [-0.0679, 1.4662, 5.1328], [1.6884, 4.8313, 4.3259], [1.1857, 3.9037, 5.8422], [0.1631, 3.8959, 4.2715], [3.7340, 3.8852, 4.0910], [3.9859, 2.0859, 3.9341], [3.6942, 2.8489, 5.5685], [3.0499, -0.0280, 4.7889], [1.5466, -0.5284, 5.5900], [2.4400, 0.8841, 6.2817], [-0.8364, 1.8921, 4.4618], [-0.0089, 2.0124, 6.1067], [-0.4348, 0.4575, 5.4047], [-1.9959, 4.3575, 0.8075], [-1.4336, 2.7030, 0.8368], [-1.1318, 1.5282, 0.8029]],
  "atomic_forces_ev_per_a": [[0.618, 0.677, 2.979], [-0.351, 0.621, -0.732], [0.163, -0.542, 0.927], [-0.119, -0.920, -0.008], [-0.729, 1.920, -0.598], [0.439, -0.332, -0.275], [0.215, -1.286, 1.060], [2.184, 0.603, 0.423], [0.843, 0.750, -1.889], [-1.014, 0.114, 0.512], [-0.449, 0.471, -0.946], [-0.358, -0.468, 2.404], [-0.711, -1.236, -1.932], [-0.094, 1.593, -3.095], [0.792, -0.176, 0.741], [-0.736, 1.104, -2.063], [-0.288, -0.293, 1.698], [0.582, -1.643, -0.299], [0.918, -0.714, 1.718], [0.192, -0.225, -0.210], [0.434, 0.583, -0.271], [-0.680, 0.409, -0.260], [-0.401, 0.725, -0.525], [-0.265, -0.622, 0.563], [0.338, -0.079, 0.485], [-0.368, -0.216, 0.391], [-0.404, 0.564, -0.699], [-0.214, -0.237, 0.647], [0.161, 0.183, -0.142], [-0.082, -0.136, 0.123], [-1.267, -3.167, 1.010], [0.897, 2.924, -0.242], [1.005, 0.212, -1.190], [-0.266, -0.483, 1.145], [-2.084, -0.932, -0.837], [-0.455, -1.865, 1.737], [0.404, 0.382, -3.014], [2.867, 2.037, 1.436], [-1.709, -0.618, -1.544], [0.846, 1.526, -0.560], [0.253, 0.465, 0.001], [-0.662, -0.107, 0.840], [0.647, 1.601, 0.397], [0.201, -1.578, 0.379], [-0.239, 0.751, 1.043], [0.255, -0.113, -0.189], [-0.750, -0.769, -0.884], [0.723, 0.754, -0.103], [-0.375, -0.650, 0.566], [-0.330, -0.392, -0.259], [0.962, -0.709, 0.089], [-0.064, -0.424, 0.672], [-0.341, 0.321, -0.573], [0.092, 0.167, -0.132], [0.248, -0.363, -0.457], [-0.245, -1.112, -0.429], [-0.045, -0.291, -0.038], [-0.014, 0.059, -0.324], [-0.549, 0.153, -0.315], [0.487, 0.594, -0.714], [-0.160, 0.700, 0.708], [-0.668, -0.423, -0.450], [0.100, 0.035, 0.273], [0.501, -0.510, 0.042], [-0.531, 0.988, 0.186], [1.164, 0.578, 0.957], [0.004, 0.186, -0.061], [-0.316, -1.307, 0.879], [-0.687, -0.856, 0.270], [1.019, 0.757, 1.183], [0.307, 0.596, 0.366], [-0.206, -1.318, -0.372], [0.731, 0.619, -0.039], [-0.683, -0.219, 1.068], [-0.586, -0.561, 0.421], [-0.240, 0.135, -1.772], [-0.202, 0.159, 0.281], [0.378, 0.074, -0.195], [0.046, 0.735, 0.316], [-0.400, 0.065, -1.261], [-0.760, 0.681, 0.545], [0.029, 0.325, -0.049], [-0.032, -0.665, -0.664], [0.547, 0.098, 0.352], [-0.201, -0.201, -0.870], [0.241, 0.345, -0.296], [0.180, 0.085, 0.136], [0.442, -3.531, -0.338], [-1.124, 2.864, 0.142]],
  "lowdin_charge": [1.4079, -0.0424, -0.0586, -0.0130, -0.2251, -0.0082, -0.1156, -0.1957, 0.0201, -0.0511, -0.0072, -0.2338, 0.0083, -0.1870, -0.0126, -0.0331, -0.0258, -0.1003, 0.0072, 0.1134, 0.1208, 0.1176, 0.0867, 0.0954, 0.1003, 0.1101, 0.1198, 0.1157, 0.1020, 0.1172, 0.1522, -0.1645, -0.2205, 0.1656, -0.2630, -0.0899, 0.1216, -0.2478, 0.1212, -0.2763, -0.1039, -0.4318, -0.0463, -0.2966, 0.0148, 0.2952, 0.2734, -0.3223, -0.4476, -0.0375, -0.0479, 0.0969, 0.0795, 0.0256, 0.1503, 0.0694, 0.0904, 0.0881, 0.1278, 0.0662, 0.0984, 0.0745, 0.0811, 0.0387, 0.0952, -0.0156, -0.4417, -0.0001, 0.1635, -0.8554, 0.1505, -0.4135, -0.0081, -0.0259, 0.1059, 0.1215, 0.0827, 0.0856, 0.1039, 0.1073, 0.1043, 0.0767, 0.1006, 0.1054, 0.1018, 0.0900, 0.5978, -0.9052, -0.0949],
  "e_lumo_ha": [-0.05760, -0.05643],
  "e_above_lowest_kj_mol": 0.0,
  "e_homo_ev": [-6.223, -6.248],
  "largest_force_ev_per_a": 3.80
}

---

{
  "formula": "C33H37BrClNiOSi",
  "method": "ωB97M-V/def2-TZVPD",
  "elements": ["Ni", "C", "C", "C", "C", "C", "C", "C", "Br", "C", "O", "C", "C", "C", "C", "C", "C", "H", "H", "H", "H", "H", "H", "H", "H", "H", "H", "H", "H", "H", "H", "H", "H", "H", "H", "H", "H", "C", "C", "C", "C", "C", "C", "Si", "C", "C", "C", "C", "C", "C", "H", "H", "H", "H", "H", "H", "H", "H", "H", "H", "H", "Cl", "C", "C", "C", "C", "C", "C", "C", "H", "H", "H", "H", "H", "H"],
  "coordinates": [[1.6060, -0.0188, 0.7537], [-5.7178, 2.6200, -0.9091], [-4.3146, 3.2258, -0.8328], [-4.3756, 4.4428, 0.1034], [-3.9186, 3.6993, -2.2404], [-3.2779, 2.2248, -0.3266], [-1.9638, 2.6260, -0.1251], [-1.0379, 1.7062, 0.3000], [0.7770, 2.2904, 0.5930], [-1.2819, 0.3290, 0.5445], [-0.3396, -0.4681, 0.9131], [-2.6458, -0.0650, 0.3522], [-3.5663, 0.8874, -0.0704], [-3.2013, -1.4844, 0.5990], [-3.8882, -1.9818, -0.6838], [-4.2435, -1.3984, 1.7279], [-2.1891, -2.5641, 1.0040], [-6.4274, 3.3820, -1.2393], [-6.0446, 2.2549, 0.0667], [-5.7561, 1.7942, -1.6221], [-5.1454, 5.1425, -0.2335], [-3.4225, 4.9728, 0.1251], [-4.6112, 4.1293, 1.1221], [-4.6315, 4.4420, -2.6111], [-3.9005, 2.8560, -2.9332], [-2.9248, 4.1488, -2.2328], [-1.6516, 3.6494, -0.2956], [-4.5864, 0.5544, -0.2099], [-4.7124, -1.3335, -0.9862], [-4.2860, -2.9882, -0.5281], [-3.1652, -2.0197, -1.5008], [-5.0691, -0.7334, 1.4676], [-3.7740, -1.0157, 2.6362], [-4.6524, -2.3901, 1.9415], [-1.3998, -2.6752, 0.2658], [-2.7187, -3.5177, 1.1016], [-1.7200, -2.3312, 1.9575], [5.5261, 1.9863, -3.3637], [5.6827, 1.5055, -2.0709], [4.6913, 0.7239, -1.4940], [3.5267, 0.3874, -2.1880], [3.3904, 0.8835, -3.4861], [4.3727, 1.6725, -4.0695], [2.1363, -0.6621, -1.3626], [2.7436, -2.4706, -1.5461], [3.9371, -2.8944, -0.9584], [4.3540, -4.2154, -1.0362], [3.5792, -5.1504, -1.7095], [2.3898, -4.7504, -2.3018], [1.9790, -3.4273, -2.2151], [6.2922, 2.6064, -3.8137], [6.5769, 1.7507, -1.5088], [4.8270, 0.3755, -0.4733], [2.4963, 0.6443, -4.0519], [4.2412, 2.0450, -5.0794], [1.1002, -0.6289, -2.4681], [4.5560, -2.1769, -0.4274], [5.2801, -4.5221, -0.5632], [3.9005, -6.1837, -1.7674], [1.7840, -5.4742, -2.8358], [1.0449, -3.1244, -2.6771], [4.9995, -0.3602, 2.7375], [3.5310, -0.1312, 3.6561], [3.5860, 0.6787, 4.7742], [2.4407, 0.9113, 5.5217], [1.2444, 0.3225, 5.1186], [1.1956, -0.4790, 3.9997], [2.3405, -0.7486, 3.2067], [2.2506, -1.5465, 2.0136], [4.5270, 1.1317, 5.0589], [2.4805, 1.5473, 6.3966], [0.3433, 0.4985, 5.6948], [0.2562, -0.9166, 3.6821], [1.4028, -2.2232, 1.9699], [3.1720, -1.9780, 1.6430]],
  "atomic_forces_ev_per_a": [[-0.392, -0.897, 0.676], [0.072, 0.007, 0.014], [-0.021, 0.068, -0.033], [0.018, -0.070, -0.027], [-0.039, -0.017, 0.075], [-0.121, -0.043, -0.019], [0.099, 0.093, 0.034], [0.189, -0.190, 0.034], [-0.364, 0.513, -0.068], [-0.251, 0.090, -0.065], [0.131, -0.033, 0.079], [0.290, -0.049, 0.077], [-0.033, 0.094, -0.016], [-0.096, -0.014, 0.004], [0.026, 0.018, 0.007], [0.037, -0.007, -0.022], [0.064, 0.213, 0.015], [0.003, 0.000, -0.014], [-0.021, -0.013, -0.012], [-0.021, -0.017, 0.023], [0.019, 0.019, 0.002], [-0.009, 0.010, 0.027], [-0.005, 0.014, 0.000], [0.014, -0.002, -0.013], [0.011, 0.011, -0.010], [-0.006, 0.015, -0.030], [-0.011, -0.009, -0.008], [0.029, 0.033, 0.006], [0.016, -0.052, -0.030], [-0.015, 0.007, -0.006], [-0.025, -0.014, -0.024], [-0.001, -0.020, 0.025], [-0.028, -0.011, 0.022], [-0.016, 0.008, -0.005], [0.077, -0.005, -0.028], [-0.012, 0.050, -0.010], [0.078, 0.009, 0.004], [-0.031, -0.017, 0.013], [0.066, 0.034, -0.007], [0.030, -0.006, 0.066], [-0.268, -0.154, 0.161], [0.021, -0.008, -0.034], [0.036, 0.043, -0.051], [0.512, -0.239, -0.985], [-0.122, 0.276, 0.132], [0.043, -0.027, -0.002], [0.036, -0.007, 0.016], [-0.009, 0.000, -0.003], [0.006, -0.096, -0.029], [0.005, 0.044, 0.008], [0.005, -0.009, -0.004], [-0.014, -0.014, 0.011], [-0.014, 0.020, -0.005], [0.007, 0.006, 0.005], [-0.014, -0.004, 0.008], [-0.023, 0.069, 0.260], [-0.012, -0.025, 0.021], [0.003, 0.021, -0.011], [-0.007, 0.001, -0.012], [-0.018, 0.011, 0.020], [0.010, -0.029, -0.014], [0.105, -0.006, -0.064], [-0.266, 0.013, -0.042], [-0.032, 0.038, 0.064], [0.009, 0.030, 0.009], [0.021, 0.055, 0.084], [0.063, -0.049, -0.084], [0.062, 0.061, 0.343], [0.080, 0.314, -0.604], [0.024, -0.031, -0.033], [0.011, -0.009, -0.004], [-0.021, -0.015, -0.042], [0.011, -0.002, -0.011], [-0.020, -0.008, 0.017], [0.019, -0.090, 0.118]],
  "lowdin_spin": [1.4573, 0.0000, 0.0002, 0.0001, 0.0001, 0.0014, -0.0001, 0.0024, 0.0491, 0.0057, 0.0581, 0.0031, 0.0002, 0.0002, 0.0001, 0.0001, 0.0003, 0.0000, 0.0000, 0.0000, 0.0000, 0.0000, 0.0000, 0.0000, 0.0000, 0.0000, 0.0003, 0.0001, 0.0000, 0.0000, 0.0000, 0.0000, 0.0000, 0.0000, 0.0000, 0.0000, 0.0001, 0.0048, -0.0003, 0.0085, 0.0265, 0.0078, 0.0006, 0.0996, 0.0105, 0.0045, -0.0004, 0.0045, -0.0002, 0.0050, 0.0004, -0.0001, 0.0025, 0.0009, 0.0000, 0.0165, 0.0005, -0.0001, 0.0004, -0.0001, 0.0003, 0.0108, 0.0474, -0.0041, 0.0518, -0.0012, 0.0421, 0.0142, 0.0618, -0.0015, 0.0040, -0.0015, 0.0017, 0.0003, 0.0030],
  "e_lumo_ha": [0.09038, 0.09029],
  "multiplicity": 3,
  "charge": -1,
  "e_homo_ev": [-3.374, -4.593],
  "largest_force_ev_per_a": 1.19
}